one | This record from the Open Molecules 2025 dataset describes a gas-phase ion, C9H16NO (charge +1). The level of theory is ωB97M-V/def2-TZVPD.

Results
Molecular weight = 154.23 g/mol
HOMO level = -12.2 eV
Total charge = +1
Structure (SMILES) = C/C=C1\OC[N@@H+](C)C1=C(C)C

CARTESIAN COORDINATES (ANGSTROEM)
C  -3.47  1.14  -0.30
C  -1.98  1.22  -0.17
C  -1.28  0.12  0.16
O  -1.81  -1.11  0.69
C  -0.71  -1.90  1.10
N  0.42  -1.56  0.22
C  0.71  -2.43  -1.01
C  0.15  -0.11  0.03
C  1.15  0.74  0.07
C  2.58  0.18  0.20
C  1.01  2.18  0.27
H  -3.50  0.30  -1.15
H  -3.78  2.10  -0.66
H  -3.99  0.86  0.65
H  -1.46  2.00  -0.76
H  -0.90  -2.89  1.28
H  -0.34  -1.42  2.09
H  1.33  -1.51  0.67
H  -0.30  -2.81  -1.34
H  1.28  -2.00  -1.75
H  1.09  -3.34  -0.78
H  2.63  -0.08  1.24
H  2.73  -0.59  -0.47
H  3.25  0.90  -0.04
H  0.87  2.71  -0.63
H  0.05  2.44  0.94
H  1.96  2.42  0.65

two | This record from the Open Molecules 2025 dataset describes a molecular structure, C9H16NO. The level of theory is ωB97M-V/def2-TZVPD.

Results
Molecular weight = 154.23 g/mol
HOMO level = -13.6 eV
Total charge = +1

CARTESIAN COORDINATES (ANGSTROEM)
C  -3.10  0.07  -1.70
C  -2.77  0.46  -0.60
C  -1.97  0.98  0.43
C  0.37  2.57  -0.94
C  0.63  0.72  1.55
C  1.14  -1.71  -0.07
C  -1.04  -1.89  1.08
C  0.37  1.04  -1.04
C  -0.12  0.44  0.33
N  -0.26  -1.18  0.03
O  -2.12  1.77  1.29
H  -3.67  -0.24  -2.52
H  -0.38  2.86  -0.27
H  -0.11  2.85  -1.85
H  1.44  2.84  -1.02
H  1.60  1.13  1.36
H  -0.09  1.18  2.39
H  0.79  -0.24  2.05
H  1.63  -2.06  0.89
H  1.20  -2.64  -0.70
H  1.89  -0.88  -0.29
H  -0.58  -1.75  2.07
H  -2.07  -1.82  0.94
H  -0.85  -2.96  0.98
H  -0.41  0.76  -1.78
H  1.22  0.62  -1.53
H  -0.81  -1.05  -0.85

Stability order, top to bottom: one, two

one | This record from the Open Molecules 2025 dataset describes 2 unconnected molecules or ions with the total composition C9H16NO. The level of theory is ωB97M-V/def2-TZVPD.

Results
Molecular weight = 154.23 g/mol
HOMO level = -11.6 eV
Total charge = +1

CARTESIAN COORDINATES (ANGSTROEM)
C  0.43  1.95  2.16
C  1.46  -0.24  -0.66
C  1.38  0.77  0.27
C  0.99  -1.47  -0.14
C  1.01  0.68  1.63
C  0.69  -1.73  1.16
C  0.77  -0.64  2.04
O  0.81  -2.39  -1.16
H  1.73  -0.18  -1.69
H  1.82  1.76  0.02
H  0.68  -3.28  -0.81
H  0.33  -2.63  1.67
H  1.11  2.53  2.82
H  -0.40  1.86  2.85
H  0.73  -0.73  3.11
H  0.30  2.80  1.48
C  -2.38  1.10  -1.77
C  -2.06  1.44  -0.29
N  -1.54  -0.07  -2.23
H  -3.42  0.69  -1.85
H  -2.31  1.85  -2.52
H  -2.52  0.70  0.35
H  -2.54  2.39  -0.11
H  -0.53  0.09  -2.23
H  -1.60  -0.78  -1.48
H  -1.91  -0.52  -3.07
H  -1.02  1.72  -0.23

two | This record from the Open Molecules 2025 dataset describes 2 unconnected molecules or ions with the total composition C9H16NO. The level of theory is ωB97M-V/def2-TZVPD.

Results
Molecular weight = 154.23 g/mol
HOMO level = -11.3 eV
Total charge = +1

CARTESIAN COORDINATES (ANGSTROEM)
C  1.57  2.06  1.95
C  -1.37  -0.22  1.68
C  -0.24  0.47  2.15
C  -1.73  0.14  0.37
C  0.49  1.31  1.30
C  -0.96  0.87  -0.52
C  0.21  1.39  -0.10
O  -2.92  -0.31  -0.08
H  -1.84  -1.03  2.24
H  0.25  0.49  3.16
H  -3.59  -0.31  0.53
H  -1.25  0.67  -1.50
H  2.66  1.71  1.61
H  1.59  1.77  3.12
H  0.83  2.03  -0.69
H  1.40  3.09  1.77
C  1.18  -1.24  -1.36
C  2.38  -2.12  -1.34
N  0.50  -1.26  -2.75
H  0.42  -1.61  -0.51
H  1.42  -0.12  -1.20
H  3.38  -1.61  -1.51
H  2.23  -2.92  -2.01
H  0.64  -2.27  -3.33
H  -0.59  -1.36  -2.81
H  0.76  -0.54  -3.41
H  2.40  -2.67  -0.36

three | This record from the Open Molecules 2025 dataset describes 2 unconnected molecules or ions with the total composition C9H16NO. The level of theory is ωB97M-V/def2-TZVPD.

Results
Molecular weight = 154.23 g/mol
HOMO level (spin up / spin down) = -12.1 / -12.0 eV
Total charge = +1

CARTESIAN COORDINATES (ANGSTROEM)
C  -1.06  -0.01  -2.26
C  -2.29  0.04  -1.50
C  -0.04  -0.44  -1.47
C  -2.05  -0.48  -0.24
C  -0.66  -0.81  -0.19
C  1.45  -0.70  -1.50
C  -3.11  -0.55  0.82
C  2.15  2.26  0.61
C  -0.29  -1.62  2.04
N  3.08  1.37  -0.11
O  0.09  -1.31  0.76
H  -0.96  0.40  -3.31
H  -3.21  0.48  -1.80
H  1.95  -0.78  -2.41
H  1.80  -1.65  -1.02
H  1.86  0.23  -1.00
H  -3.32  -1.48  1.22
H  -3.99  -0.06  0.37
H  -2.59  0.13  1.63
H  2.51  3.02  1.31
H  1.44  2.95  -0.10
H  1.36  1.60  1.22
H  0.69  -2.01  2.49
H  -1.03  -2.54  2.03
H  -0.69  -0.75  2.69
H  3.68  0.93  0.62
H  3.22  1.79  -0.93

four | This record from the Open Molecules 2025 dataset describes a gas-phase ion, C9H16NO (charge +1). The level of theory is ωB97M-V/def2-TZVPD.

Results
Molecular weight = 154.23 g/mol
HOMO level (spin up / spin down) = -12.2 / -12.2 eV
Total charge = +1

CARTESIAN COORDINATES (ANGSTROEM)
C  -1.86  -1.67  0.19
C  -0.50  -1.72  0.23
C  -2.73  -0.45  0.32
C  -2.41  0.88  -0.47
C  0.76  1.15  -0.79
C  -1.44  1.78  0.17
C  1.36  -0.06  0.13
C  2.23  -0.72  -0.94
C  2.24  0.58  1.14
N  0.24  -0.68  0.72
O  -0.14  1.88  -0.02
H  -2.39  -2.31  -0.49
H  -0.10  -2.58  -0.38
H  -3.70  -0.75  0.09
H  -2.88  -0.22  1.44
H  -2.08  0.53  -1.37
H  -3.41  1.48  -0.65
H  1.56  1.86  -1.18
H  0.39  0.76  -1.78
H  -1.83  2.24  1.13
H  2.50  -1.77  -0.58
H  3.20  -0.21  -1.14
H  1.73  -0.80  -1.87
H  3.03  1.11  0.64
H  2.68  -0.32  1.54
H  1.77  1.25  1.83
H  -0.02  -0.41  1.62

Stability order, top to bottom: one, two, four, three

one | This record from the Open Molecules 2025 dataset describes a single C4H10S molecule. The level of theory is ωB97M-V/def2-TZVPD.

Results
Molecular weight = 90.19 g/mol
HOMO level = -8.8 eV
Total charge = 0
Structure (SMILES) = CC[C@H](C)S

CARTESIAN COORDINATES (ANGSTROEM)
C  1.79  -0.74  -1.32
C  1.04  0.60  -0.65
C  0.03  -0.17  0.31
C  -0.67  -1.13  -0.58
S  -1.17  0.82  1.17
H  2.12  -1.58  -0.67
H  2.61  -0.52  -2.06
H  1.04  -1.46  -1.80
H  1.50  1.28  0.05
H  0.52  1.16  -1.36
H  0.36  -0.81  1.28
H  -1.02  -0.69  -1.73
H  -1.59  -1.63  0.00
H  0.14  -1.92  -0.78
H  -0.21  1.62  1.86

two | This record from the Open Molecules 2025 dataset describes a single C4H10S molecule. The level of theory is ωB97M-V/def2-TZVPD.

Results
Molecular weight = 90.19 g/mol
HOMO level = -8.9 eV
Total charge = 0
Structure (SMILES) = CCCCS

CARTESIAN COORDINATES (ANGSTROEM)
C  1.92  0.76  0.03
C  0.44  0.87  0.34
C  -0.30  -0.30  -0.27
C  -1.76  -0.67  0.46
S  -2.95  0.69  0.27
H  2.36  -0.08  0.57
H  2.45  1.66  0.32
H  2.08  0.59  -1.03
H  0.04  1.81  -0.06
H  0.29  0.89  1.42
H  0.28  -1.21  -0.16
H  -0.51  -0.14  -1.33
H  -2.17  -1.57  0.02
H  -1.61  -0.78  1.53
H  -3.02  0.65  -1.05

Stability order, top to bottom: two, one

one | This record from the Open Molecules 2025 dataset describes a single C4H10S molecule. The level of theory is ωB97M-V/def2-TZVPD.

Results
Molecular weight = 90.19 g/mol
HOMO level = -8.4 eV
Total charge = 0
Structure (SMILES) = CCCSC

CARTESIAN COORDINATES (ANGSTROEM)
C  -1.85  0.98  0.99
C  -1.69  0.23  -0.32
C  -0.53  -0.77  -0.33
S  1.02  -0.15  0.41
C  2.09  -0.08  -1.04
H  -1.75  0.28  1.83
H  -2.80  1.50  1.07
H  -1.06  1.72  1.13
H  -2.59  -0.36  -0.48
H  -1.59  0.92  -1.16
H  -0.79  -1.65  0.25
H  -0.30  -1.06  -1.35
H  1.98  -0.92  -1.71
H  3.12  -0.07  -0.70
H  1.93  0.84  -1.59

two | This record from the Open Molecules 2025 dataset describes a single C4H10S molecule. The level of theory is ωB97M-V/def2-TZVPD.

Results
Molecular weight = 90.19 g/mol
HOMO level = -8.6 eV
Total charge = 0
Structure (SMILES) = CCCSC

CARTESIAN COORDINATES (ANGSTROEM)
C  -0.46  -0.39  2.13
C  0.04  -1.30  0.98
C  -0.69  -0.94  -0.30
S  -0.22  1.08  -0.67
C  1.45  0.32  -1.59
H  -0.55  -0.93  3.06
H  0.04  0.57  2.23
H  -1.42  -0.05  1.75
H  -0.20  -2.36  1.13
H  1.12  -1.20  0.81
H  -1.77  -1.11  -0.23
H  -0.33  -1.37  -1.23
H  2.02  1.20  -1.85
H  1.83  -0.57  -1.10
H  0.96  -0.07  -2.49

Stability order, top to bottom: one, two